# 1
19
Properties=species:S:1:pos:R:3 method="wB97M-V/def2-TZVPD" gap_ev="11.8 / 6.7" de_lowest_kj_mol=97.4 lumo_energy_ha="-0.1249 / -0.3117" charge=+1 s_squared=0.773 multiplicity=2
O -2.28 1.36 0.52
C -1.60 0.84 -0.32
N -0.21 1.07 -0.19
C 0.91 0.34 -0.71
C 1.20 -0.97 0.05
C 0.96 -0.91 1.57
O 1.00 0.44 2.04
C -2.07 0.19 -1.58
H 0.01 1.51 0.72
H 0.79 0.24 -1.79
H 1.76 1.05 -0.68
H 2.19 -1.35 -0.17
H 0.57 -1.74 -0.42
H 1.75 -1.47 2.05
H 0.00 -1.34 1.87
H 1.64 0.54 2.76
H -3.13 -0.03 -1.52
H -1.93 0.94 -2.36
H -1.55 -0.73 -1.84

# 2
126
Properties=species:S:1:pos:R:3 method="wB97M-V/def2-TZVPD" gap_ev=6.3 lumo_energy_ha=0.0660 charge=-1 multiplicity=1
C 7.14 3.96 -2.23
C 6.90 3.05 -3.48
C 5.38 2.81 -3.80
F 4.83 4.09 -4.09
N 5.31 1.88 -4.90
C 4.16 0.95 -4.90
C 2.73 1.63 -4.99
C 2.12 2.23 -3.69
O 1.73 1.64 -2.70
N 1.95 3.69 -3.71
C 1.54 4.18 -2.39
C 0.74 3.87 -4.60
B 4.26 -0.23 -3.78
N 5.12 -0.14 -2.57
O 3.52 -1.43 -3.91
C 4.32 0.14 -6.27
O 5.03 -0.87 -6.31
O 3.71 0.64 -7.28
H 6.93 5.02 -2.50
H 8.25 3.92 -2.01
H 6.62 3.62 -1.31
H 7.32 3.55 -4.39
H 7.45 2.08 -3.40
H 4.91 2.47 -2.85
H 5.26 2.43 -5.76
H 2.01 0.87 -5.39
H 2.78 2.44 -5.76
H 2.34 4.13 -1.62
H 1.33 5.28 -2.51
H 0.57 3.75 -2.02
H 0.99 4.37 -5.56
H 0.32 2.86 -4.87
H -0.08 4.38 -4.04
H 4.61 0.32 -1.81
H 6.01 0.32 -2.76
H 2.58 -1.19 -3.85
C -1.39 -5.00 -1.25
C -0.38 -4.78 -2.36
O -0.32 -3.45 -2.82
C 0.05 -2.46 -1.87
C 1.43 -2.67 -1.28
H -2.38 -4.65 -1.55
H -1.45 -6.06 -1.00
H -1.12 -4.46 -0.34
H -0.66 -5.39 -3.22
H 0.62 -5.12 -2.06
H -0.71 -2.40 -1.08
H 0.03 -1.51 -2.39
H 1.48 -3.59 -0.69
H 1.69 -1.84 -0.62
H 2.18 -2.75 -2.07
C -4.48 -2.52 -3.31
C -5.61 -2.51 -2.30
O -6.89 -2.31 -2.88
C -7.32 -3.29 -3.81
C -7.43 -4.68 -3.21
H -4.50 -1.62 -3.92
H -3.52 -2.59 -2.80
H -4.56 -3.38 -3.99
H -5.46 -1.67 -1.61
H -5.61 -3.42 -1.69
H -6.67 -3.29 -4.69
H -8.31 -2.97 -4.15
H -6.45 -5.07 -2.91
H -7.85 -5.38 -3.95
H -8.07 -4.68 -2.33
C 1.87 0.86 1.66
C 3.12 0.16 2.19
O 3.30 0.29 3.59
C 2.27 -0.25 4.40
C 2.07 -1.75 4.22
H 1.87 1.91 1.97
H 1.83 0.80 0.57
H 0.96 0.40 2.05
H 3.99 0.62 1.72
H 3.13 -0.89 1.90
H 1.34 0.29 4.25
H 2.57 -0.06 5.44
H 1.72 -1.99 3.22
H 1.34 -2.12 4.94
H 3.02 -2.28 4.37
C 0.16 3.83 6.17
C 1.08 3.98 4.97
O 0.41 3.97 3.73
C -0.54 5.01 3.52
C 0.06 6.40 3.57
H -0.46 2.94 6.06
H 0.74 3.75 7.09
H -0.52 4.68 6.27
H 1.77 3.13 4.95
H 1.70 4.88 5.07
H -1.37 4.91 4.22
H -0.96 4.84 2.52
H 0.43 6.64 4.56
H -0.70 7.15 3.31
H 0.89 6.49 2.87
C -1.61 -10.69 -2.29
C -2.12 -9.38 -1.72
O -1.79 -8.25 -2.51
C -2.31 -8.23 -3.83
C -3.83 -8.26 -3.89
H -0.53 -10.64 -2.48
H -1.81 -11.51 -1.60
H -2.09 -10.93 -3.24
H -1.65 -9.21 -0.75
H -3.20 -9.42 -1.54
H -1.88 -9.05 -4.42
H -1.96 -7.31 -4.29
H -4.23 -9.20 -3.50
H -4.17 -8.15 -4.92
H -4.25 -7.45 -3.29
C -2.83 7.95 8.93
C -3.23 6.72 8.12
O -2.43 5.59 8.38
C -2.45 5.09 9.71
C -3.83 4.65 10.17
H -1.78 8.17 8.79
H -3.42 8.81 8.62
H -3.00 7.79 10.00
H -3.10 6.95 7.06
H -4.29 6.49 8.25
H -2.02 5.83 10.39
H -1.78 4.23 9.72
H -4.52 5.49 10.23
H -3.76 4.20 11.16
H -4.25 3.93 9.48

# 3
14
Properties=species:S:1:pos:R:3 method="wB97M-V/def2-TZVPD" gap_ev=8.8 de_lowest_kj_mol=48.8 lumo_energy_ha=-0.2484 charge=+2 multiplicity=1
C -7.80 -1.77 -0.22
N -7.20 -0.84 0.09
N 5.46 -0.71 -0.46
N 5.54 1.63 -0.23
N -6.62 0.24 0.33
N 5.20 0.38 0.14
S 5.15 -2.15 0.26
H -8.05 -2.72 -0.65
H 5.95 1.78 -1.19
H 5.10 2.41 0.22
H -6.04 0.57 -0.35
H -6.51 0.67 1.23
H 4.55 0.36 1.11
H 5.35 -3.13 -0.76

# 4
14
Properties=species:S:1:pos:R:3 method="wB97M-V/def2-TZVPD" gap_ev="9.4 / 9.2" de_lowest_kj_mol=373.1 lumo_energy_ha="-0.3623 / -0.3769" charge=+2 multiplicity=1
C 1.47 -0.05 -0.12
C -1.30 -0.56 -0.10
N 2.02 -0.72 0.78
N 1.84 0.86 -0.91
N -2.33 0.46 0.05
H -1.31 -1.13 0.79
H -1.10 -1.18 -0.96
H 1.45 -1.35 1.40
H 3.03 -0.84 1.05
H 1.21 0.96 -1.71
H 2.78 1.34 -0.94
H -2.24 1.34 -0.56
H -2.25 0.73 1.03
H -3.25 0.12 0.20

# 5
95
Properties=species:S:1:pos:R:3 method="wB97M-V/def2-TZVPD" gap_ev=5.8 de_lowest_kj_mol=52.6 lumo_energy_ha=0.0371 charge=-1 multiplicity=1
Ce -0.64 -0.16 -0.65
O 1.20 -1.50 -1.56
C 1.75 -2.65 -1.44
C 2.12 -3.40 -2.58
C 2.86 -4.56 -2.50
C 3.30 -5.02 -1.27
C 2.93 -4.34 -0.12
C 2.13 -3.20 -0.17
C 1.77 -2.57 1.07
N 0.84 -1.69 1.17
N 0.57 -1.20 2.42
C 0.10 0.03 2.40
O 0.07 0.78 1.38
C -0.33 0.59 3.71
C -0.06 -0.01 4.93
C -0.46 0.60 6.10
C -1.12 1.82 6.06
C -1.40 2.42 4.85
C -1.01 1.81 3.68
H 1.81 -3.01 -3.54
H 3.13 -5.10 -3.41
H 3.94 -5.90 -1.20
H 3.25 -4.71 0.85
H 2.35 -2.85 1.96
H 0.46 -0.96 4.94
H -0.29 0.13 7.06
H -1.41 2.30 6.99
H -1.94 3.36 4.83
H -1.20 2.24 2.70
O 0.02 1.92 -1.20
S -0.02 1.64 -2.64
O -0.71 2.65 -3.42
O -0.36 0.26 -2.95
C 1.72 1.78 -3.12
C 2.01 2.33 -4.36
C 3.32 2.43 -4.78
C 4.34 2.00 -3.94
C 4.04 1.48 -2.69
C 2.71 1.34 -2.26
P 2.28 0.68 -0.59
C 2.65 2.23 0.36
C 2.88 3.47 -0.20
C 3.05 4.59 0.61
C 2.99 4.47 1.99
C 2.76 3.23 2.56
C 2.58 2.13 1.75
C 3.91 -0.16 -0.30
C 4.29 -1.15 -1.22
C 5.46 -1.86 -1.07
C 6.31 -1.59 0.00
C 5.95 -0.61 0.91
C 4.76 0.08 0.77
H 1.19 2.68 -4.97
H 3.57 2.84 -5.75
H 5.37 2.06 -4.25
H 4.85 1.19 -2.04
H 2.94 3.58 -1.27
H 3.22 5.55 0.15
H 3.11 5.35 2.61
H 2.71 3.13 3.64
H 2.37 1.16 2.19
H 3.65 -1.35 -2.06
H 5.73 -2.62 -1.78
H 7.23 -2.14 0.12
H 6.61 -0.38 1.74
H 4.51 0.84 1.50
C -6.20 -2.84 -1.63
Si -4.90 -3.55 -0.41
C -5.64 -3.51 1.37
C -4.74 -5.41 -0.88
C -3.31 -2.64 -0.50
C -2.25 -2.03 -0.55
H -7.17 -3.34 -1.57
H -5.85 -2.95 -2.65
H -6.36 -1.78 -1.46
H -6.61 -3.99 1.45
H -5.74 -2.48 1.71
H -4.96 -4.02 2.05
H -5.70 -5.93 -0.83
H -4.06 -5.92 -0.21
H -4.36 -5.51 -1.89
O -2.59 1.01 0.57
C -3.08 1.34 -0.54
O -2.66 0.98 -1.65
C -4.33 2.21 -0.52
C -5.58 1.60 -0.50
C -6.74 2.35 -0.45
C -6.66 3.74 -0.41
C -5.42 4.36 -0.46
C -4.26 3.60 -0.52
H -5.63 0.52 -0.52
H -7.70 1.87 -0.42
H -7.57 4.33 -0.35
H -5.37 5.44 -0.44
H -3.29 4.07 -0.56

# 6
17
Properties=species:S:1:pos:R:3 method="wB97M-V/def2-TZVPD" gap_ev=11.1 de_lowest_kj_mol=63.1 lumo_energy_ha=-0.1010 charge=+1 multiplicity=1
N 1.90 -0.34 2.27
C 0.60 -0.88 2.37
N -0.13 -1.09 1.37
H 2.56 -0.97 2.75
H 1.93 0.48 2.89
H 0.25 -1.06 3.40
H -1.05 -1.39 1.69
N -0.40 -0.77 -1.37
C -0.60 0.50 -1.68
N -1.02 0.89 -2.91
N -0.41 1.45 -0.75
H -0.29 -1.02 -0.35
H -0.58 -1.41 -2.12
H -0.81 0.24 -3.66
H -0.78 1.83 -3.19
H -0.44 1.14 0.21
H -0.71 2.39 -0.93

# 7
10
Properties=species:S:1:pos:R:3 method="wB97M-V/def2-TZVPD" gap_ev=9.6 de_lowest_kj_mol=562.5 lumo_energy_ha=-0.2535 charge=+1 multiplicity=1
C -0.89 1.85 -0.24
C 2.20 0.20 -0.47
N 1.17 -0.25 0.37
O 0.05 0.42 0.44
H -0.68 2.63 0.50
H -1.99 1.72 -0.24
H -0.19 2.09 -1.07
H 3.03 -0.57 -0.70
H 2.75 0.79 0.32
H 2.06 0.93 -1.29

# 8
63
Properties=species:S:1:pos:R:3 method="wB97M-V/def2-TZVPD" gap_ev=6.2 lumo_energy_ha=-0.1853 charge=+1 multiplicity=1
C 5.42 0.01 0.56
C 4.42 0.88 -0.27
O 3.44 1.32 0.65
C 2.18 1.53 0.05
C 2.12 2.98 -0.51
O 2.17 3.96 0.50
C 0.91 4.29 1.02
C 0.54 3.47 2.30
O -0.83 3.07 2.17
C -1.10 1.79 2.68
C -1.48 0.77 1.60
C -1.06 -0.53 1.78
N -1.40 -1.45 0.87
C -2.09 -1.17 -0.23
C -2.53 0.10 -0.47
C -2.24 1.09 0.47
C -2.79 2.49 0.21
O -3.23 3.22 1.05
O -2.80 2.87 -1.13
H 4.93 -0.93 0.85
H 6.32 -0.24 -0.02
H 5.70 0.60 1.44
H 4.02 0.23 -1.07
H 5.02 1.70 -0.69
H 2.01 0.81 -0.78
H 1.36 1.35 0.76
H 1.25 3.07 -1.18
H 3.01 3.10 -1.14
H 0.82 5.35 1.27
H 0.11 4.10 0.28
H 1.23 2.64 2.48
H 0.60 4.17 3.15
H -0.28 1.38 3.28
H -1.96 1.86 3.37
H -0.49 -0.84 2.65
H -1.11 -2.41 1.02
H -2.31 -1.95 -0.95
H -3.09 0.38 -1.35
H -3.58 2.43 -1.51
F -6.46 -2.71 -0.17
C -6.90 -1.46 -0.40
C -7.94 -1.25 -1.28
C -8.39 0.04 -1.51
C -7.79 1.11 -0.86
C -6.74 0.89 0.03
C -6.30 -0.41 0.26
H -8.39 -2.10 -1.79
H -9.21 0.21 -2.20
H -8.14 2.12 -1.04
H -6.27 1.72 0.53
H -5.49 -0.60 0.96
F 3.95 -2.32 -1.58
C 4.67 -3.46 -1.53
C 6.03 -3.40 -1.79
C 6.78 -4.57 -1.73
C 6.16 -5.77 -1.42
C 4.80 -5.81 -1.16
C 4.05 -4.65 -1.21
H 6.49 -2.46 -2.04
H 7.84 -4.54 -1.93
H 6.75 -6.68 -1.37
H 4.32 -6.75 -0.92
H 2.99 -4.66 -1.00

# 9
14
Properties=species:S:1:pos:R:3 method="wB97M-V/def2-TZVPD" gap_ev=9.9 de_lowest_kj_mol=395.1 lumo_energy_ha=-0.1464 charge=+1 multiplicity=1
C 3.02 0.19 -0.11
C 1.93 -0.48 0.16
C 0.47 0.14 0.14
C -0.86 -0.19 0.14
C -2.10 -0.85 -0.07
N -2.05 0.71 0.02
H 2.89 1.30 -0.23
H 4.10 -0.20 -0.07
H 1.80 -1.62 0.24
H 0.59 1.20 0.05
H -2.43 -1.17 -1.15
H -2.77 -1.20 0.84
H -2.17 1.21 -0.90
H -2.41 0.97 0.94

no.,DFT total energy (a.u.)
1,-402.0180
2,-2345.5332
3,-713.4631
4,-245.0654
5,-3840.0192
6,-355.7834
7,-209.3115
8,-1600.9990
9,-249.6747